# C20H25N5

A 5-piece molecular cluster, C20H25N5 overall at a distorted geometry (the ωB97M-V functional and the def2-TZVPD basis, OMol25).

**SMILES string**: c1cc[nH]c1.c1cc[nH]c1.c1cc[nH]c1.c1cc[nH]c1.c1cc[nH]c1
**Orbital gap**: 8.27 eV
**LUMO level**: 0.5 eV
**Total charge**: 0
**Multiplicity**: 1
**Relative energy (zero: lowest compared OMol25 entry of this formula, charge and spin)**: 949.5 kJ/mol
**Electronic energy**: -1050.54385 a.u.
**HOMO energy**: -7.74 eV

Atoms and positions in Å:
1 C 2.109 5.969 -1.087
2 C 2.804 4.606 -0.923
3 C 2.961 4.450 0.364
4 N 2.535 5.702 1.077
5 C 2.023 6.533 0.108
6 H 1.766 6.393 -2.016
7 H 3.092 3.950 -1.554
8 H 3.122 3.383 0.813
9 H 2.736 5.972 1.936
10 H 1.483 7.317 0.515
11 C -4.105 1.032 -0.646
12 C -4.105 -0.503 -0.434
13 C -3.733 -0.707 0.917
14 N -3.490 0.519 1.441
15 C -3.727 1.641 0.554
16 H -4.356 1.595 -1.654
17 H -4.287 -1.269 -1.142
18 H -3.644 -1.477 1.425
19 H -2.967 0.729 2.384
20 H -3.585 2.626 0.948
21 C 1.564 0.912 0.118
22 C 1.748 -0.570 0.242
23 C 0.419 -0.934 0.619
24 N -0.448 0.126 0.362
25 C 0.232 1.301 0.150
26 H 2.490 1.337 -0.188
27 H 2.514 -1.273 0.118
28 H -0.003 -1.918 1.101
29 H -1.403 0.131 0.564
30 H -0.340 2.260 -0.006
31 C -1.126 -1.398 -4.281
32 C -0.546 -2.633 -3.696
33 C 0.007 -2.194 -2.518
34 N -0.382 -0.806 -2.322
35 C -1.128 -0.302 -3.376
36 H -1.572 -1.388 -5.223
37 H -0.404 -3.724 -4.313
38 H 0.709 -2.844 -1.870
39 H -0.125 -0.465 -1.493
40 H -1.541 0.622 -3.245
41 C 2.014 -4.143 1.770
42 C 1.877 -3.503 3.125
43 C 0.881 -4.290 3.805
44 N 0.488 -5.205 2.874
45 C 1.033 -5.154 1.694
46 H 2.566 -3.671 0.939
47 H 2.583 -2.695 3.421
48 H 0.466 -4.484 4.623
49 H -0.166 -5.839 3.032
50 H 0.980 -5.713 0.959

Taken from the Mulliken analysis, the atomic charges in e are: number 1, C, carries -0.5909; number 2, C, carries -0.4417; number 3, C, carries -0.2862; number 4, N, carries -0.0620; number 5, C, carries -0.3944; number 6, H, carries 0.3808; number 7, H, carries 0.6953; number 8, H, carries 0.2336; number 9, H, carries 0.0894; number 10, H, carries 0.4134; number 11, C, carries -0.3383; number 12, C, carries -0.3441; number 13, C, carries -0.8367; number 14, N, carries -0.2152; number 15, C, carries -0.5004; number 16, H, carries 0.3050; number 17, H, carries 0.4525; number 18, H, carries 0.6925; number 19, H, carries 0.3048; number 20, H, carries 0.4208; number 21, C, carries -0.4712; number 22, C, carries -0.7100; number 23, C, carries -0.0245; number 24, N, carries 0.1629; number 25, C, carries -0.4875; number 26, H, carries 0.4351; number 27, H, carries 0.4636; number 28, H, carries 0.1080; number 29, H, carries 0.0531; number 30, H, carries 0.3601; number 31, C, carries -0.7826; number 32, C, carries -0.4300; number 33, C, carries -0.2652; number 34, N, carries -0.0679; number 35, C, carries -0.4043; number 36, H, carries 0.4336; number 37, H, carries 0.2199; number 38, H, carries 0.1799; number 39, H, carries 0.7206; number 40, H, carries 0.4963; number 41, C, carries -0.3106; number 42, C, carries -0.2412; number 43, C, carries -0.7738; number 44, N, carries -0.0053; number 45, C, carries -0.7127; number 46, H, carries 0.4109; number 47, H, carries 0.3297; number 48, H, carries 0.6163; number 49, H, carries 0.0518; number 50, H, carries 0.6667